<a>
Density functional theory data (ωB97M-V/def2-TZVPD) for a 2-piece molecular cluster, C9H14 overall.

## Properties
- HOMO level: -9.024 eV
- SMILES string: Cc1ccccc1.CC
- Gap between HOMO and LUMO: 10.01 eV

Each line ends with the Mulliken charge.
Atoms and positions in Å:
C (-0.3169, -3.4712, -0.6584)  -1.12
C (0.1271, -2.1360, -0.0893)  -0.64
H (0.4381, -3.9600, -1.2267)  0.34
H (-0.6730, -4.1768, 0.0905)  0.31
H (-1.0960, -3.2899, -1.3882)  0.31
H (0.9808, -2.1953, 0.5912)  0.34
H (0.5687, -1.5224, -0.8555)  0.25
H (-0.7031, -1.5875, 0.3436)  0.23
C (-1.7848, 1.7857, -0.9618)  -1.40
C (0.6716, 1.6579, -0.7805)  -0.35
C (-0.5533, 1.6556, -0.0983)  0.93
C (1.8649, 1.3809, -0.1269)  -0.76
C (1.7799, 1.2413, 1.2615)  -0.36
C (-0.6059, 1.4666, 1.2612)  -0.35
C (0.5744, 1.1817, 1.9447)  -0.47
H (0.6243, 1.5786, -1.8522)  0.26
H (2.8579, 1.4265, -0.5398)  0.39
H (-2.4224, 2.6316, -0.7052)  0.33
H (-2.3804, 0.8687, -0.8887)  0.28
H (2.6234, 1.0796, 1.9269)  0.32
H (-1.5713, 1.4934, 1.7460)  0.38
H (0.5325, 1.0461, 3.0150)  0.39
H (-1.5365, 1.8448, -2.0089)  0.37

<b>
Density functional theory data (ωB97M-V/def2-TZVPD) for a 2-piece molecular cluster, C9H14 overall.

## Properties
- HOMO level: -8.929 eV
- SMILES string: Cc1ccccc1.CC
- Gap between HOMO and LUMO: 9.90 eV

Each line ends with the Mulliken charge.
Atoms and positions in Å:
C (-2.3621, -0.1478, 3.0455)  -0.84
C (-2.2313, -1.0581, 1.8075)  -0.60
H (-1.6038, -0.2447, 3.8163)  0.29
H (-2.5353, 0.8761, 2.7227)  0.25
H (-3.2279, -0.5138, 3.6228)  0.27
H (-3.0969, -1.6026, 1.4533)  0.32
H (-1.4074, -1.7705, 1.9423)  0.25
H (-1.7632, -0.4455, 1.0383)  0.05
C (2.8686, -0.7375, -0.4392)  -1.61
C (-0.0156, 0.0832, -2.6497)  -0.43
C (1.0462, -0.6148, -2.0613)  -0.50
C (-0.4366, 1.2841, -2.1111)  -0.37
C (1.6191, -0.0463, -0.8932)  1.01
C (0.0704, 1.7550, -0.9054)  -0.50
C (1.2427, 1.1856, -0.3984)  -0.54
H (-0.5189, -0.4158, -3.4628)  0.38
H (1.6725, -1.3657, -2.5213)  0.38
H (-1.1133, 1.9320, -2.6540)  0.37
H (-0.3429, 2.7037, -0.5820)  0.41
H (3.0047, -1.7989, -0.2089)  0.38
H (3.3786, -0.3313, 0.4529)  0.39
H (1.9801, 1.8427, 0.0549)  0.33
H (3.7724, -0.5692, -1.0692)  0.33

Most stable one: <a>, least stable one: <b>.

<a>
Density functional theory data (ωB97M-V/def2-TZVPD) for a 2-piece molecular cluster, C9H14 overall.

## Properties
- HOMO level: -9.043 eV
- SMILES string: Cc1ccccc1.CC
- Gap between HOMO and LUMO: 10.06 eV

Each line ends with the Mulliken charge.
Atoms and positions in Å:
C (-3.2379, -2.7910, 1.3541)  -0.95
C (-2.2174, -2.4733, 0.2537)  -0.65
H (-2.6856, -2.7520, 2.3109)  0.27
H (-3.8472, -1.9256, 1.6127)  0.28
H (-3.7978, -3.7188, 1.3840)  0.31
H (-2.6694, -1.8384, -0.5051)  0.20
H (-1.3708, -2.0151, 0.7588)  0.19
H (-1.7213, -3.3085, -0.2435)  0.36
C (3.0776, 2.1286, 0.8022)  -1.32
C (-0.1384, 0.6888, -1.6910)  -0.76
C (1.0501, 1.0929, -2.2433)  -0.25
C (-0.2223, 0.7508, -0.2956)  -0.19
C (2.1588, 1.3896, -1.4376)  -0.56
C (0.8115, 1.1199, 0.5216)  -0.64
C (2.0519, 1.4577, -0.0711)  0.90
H (-1.0659, 0.4618, -2.1704)  0.38
H (1.1576, 1.3617, -3.2865)  0.34
H (-1.1555, 0.5385, 0.1856)  0.47
H (2.9863, 1.8652, -1.9457)  0.29
H (0.6855, 1.1377, 1.5959)  0.35
H (4.0255, 2.3196, 0.2880)  0.37
H (3.4435, 1.4641, 1.5944)  0.32
H (2.6815, 3.0458, 1.2279)  0.29

<b>
Density functional theory data (ωB97M-V/def2-TZVPD) for a 2-piece molecular cluster, C9H14 overall.

## Properties
- HOMO level: -9.097 eV
- SMILES string: Cc1ccccc1.CC
- Gap between HOMO and LUMO: 10.11 eV

Each line ends with the Mulliken charge.
Atoms and positions in Å:
C (1.6824, 0.1318, -1.0519)  -1.29
C (-0.5484, -0.5953, -2.1574)  -0.34
C (0.1948, 0.3032, -1.2883)  0.56
C (-1.9183, -0.4474, -2.3201)  -0.45
C (-0.4993, 1.3224, -0.7321)  0.04
C (-2.5274, 0.6556, -1.7837)  -0.31
C (-1.8904, 1.5195, -0.9485)  -0.62
H (0.0225, -1.3617, -2.7334)  0.30
H (-2.4633, -1.1122, -3.0733)  0.27
H (2.2460, 0.6413, -1.8070)  0.35
H (1.9830, -0.9429, -1.2037)  0.31
H (-0.0658, 2.1604, -0.1230)  0.27
H (-3.6243, 0.6667, -1.9272)  0.29
H (-2.3438, 2.3302, -0.4473)  0.40
H (1.9428, 0.3654, -0.0058)  0.29
C (0.9994, 0.1220, 2.7948)  -0.53
C (0.8702, -1.4969, 2.7066)  -0.93
H (1.9769, 0.3537, 3.2565)  0.25
H (0.9670, 0.3882, 1.7055)  -0.13
H (0.2985, 0.7319, 3.2678)  0.38
H (0.1377, -1.9076, 2.1074)  0.38
H (0.8476, -1.8638, 3.7426)  0.28
H (1.7125, -1.9646, 2.0213)  0.23

<c>
Density functional theory data (ωB97M-V/def2-TZVPD) for a 2-piece molecular cluster, C9H14 overall.

## Properties
- HOMO level: -9.038 eV
- SMILES string: Cc1ccccc1.CC
- Gap between HOMO and LUMO: 10.04 eV

Each line ends with the Mulliken charge.
Atoms and positions in Å:
C (-0.4200, 4.2136, -1.1698)  -0.75
C (1.0047, 3.6971, -1.2782)  -0.89
H (-0.6828, 4.7785, -2.0611)  0.27
H (-1.1282, 3.3978, -1.0497)  0.23
H (-0.5530, 4.9074, -0.3406)  0.27
H (1.7236, 4.5273, -1.3360)  0.33
H (1.2075, 3.1939, -2.2287)  0.27
H (1.3282, 3.0974, -0.4321)  0.27
C (1.6068, -3.4576, 0.8646)  -1.33
C (-1.8339, -0.9422, 0.4174)  -0.38
C (-1.7776, -1.8330, 1.4786)  -0.51
C (-0.7440, -0.7378, -0.4142)  -0.45
C (-0.6724, -2.6816, 1.5761)  -0.35
C (0.3435, -1.5966, -0.2958)  -0.40
C (0.3973, -2.5587, 0.7056)  0.74
H (-2.7151, -0.3233, 0.2820)  0.34
H (-2.5930, -1.9091, 2.1807)  0.36
H (-0.7070, 0.1324, -1.0636)  0.36
H (-0.7158, -3.3882, 2.3947)  0.28
H (1.2095, -1.4581, -0.9357)  0.35
H (2.5112, -2.8532, 0.8371)  0.34
H (1.6291, -4.2000, 0.0611)  0.28
H (1.5813, -4.0061, 1.8076)  0.34

<d>
Density functional theory data (ωB97M-V/def2-TZVPD) for a 2-piece molecular cluster, C9H14 overall.

## Properties
- HOMO level: -8.831 eV
- SMILES string: Cc1ccccc1.CC
- Gap between HOMO and LUMO: 9.80 eV

Each line ends with the Mulliken charge.
Atoms and positions in Å:
C (2.6697, -1.2875, -0.3160)  -0.73
C (1.9812, -1.5590, 0.8962)  -0.66
H (3.3415, -2.0573, -0.6102)  0.37
H (1.8910, -1.1713, -1.1121)  0.10
H (2.9915, -0.2283, -0.3285)  0.24
H (1.4166, -0.6209, 1.3344)  0.02
H (2.5740, -2.0565, 1.5602)  0.48
H (1.1250, -2.2576, 0.7898)  0.20
C (-1.1183, 0.9016, 2.2695)  -1.48
C (-0.8976, 0.6333, 0.8869)  0.90
C (-0.8957, -0.6400, 0.2578)  -0.08
C (-0.7585, 1.6707, -0.1531)  -0.66
C (-0.8554, -0.8344, -1.1372)  -0.85
C (-0.5302, 1.4646, -1.4612)  -0.57
C (-0.6003, 0.2269, -2.0304)  -0.44
H (-1.8148, 0.3999, 2.8774)  0.40
H (-1.4116, 1.9135, 2.5272)  0.38
H (-1.0222, -1.4832, 1.0364)  0.35
H (-0.6590, 2.5075, 0.3916)  0.43
H (-1.2648, -1.6436, -1.6460)  0.42
H (-0.2664, 2.3154, -2.0165)  0.41
H (-0.6528, 0.1629, -3.0637)  0.52
H (-0.2183, 0.7612, 2.9849)  0.27

Most stable one: <c>, least stable one: <d>.

<a>
Density functional theory data (ωB97M-V/def2-TZVPD) for a 2-piece molecular cluster, C9H14 overall.

## Properties
- HOMO level: -9.081 eV
- SMILES string: Cc1ccccc1.CC
- Gap between HOMO and LUMO: 10.08 eV

Each line ends with the Mulliken charge.
Atoms and positions in Å:
C (-1.2385, -3.1182, -1.1129)  -0.89
C (-0.9406, -2.5546, 0.2850)  -0.48
H (-0.3825, -3.6901, -1.4808)  0.25
H (-2.1610, -3.7022, -1.1086)  0.26
H (-1.3869, -2.3355, -1.8540)  0.32
H (0.0033, -2.9279, 0.6796)  0.29
H (-1.6884, -2.8244, 1.0290)  0.35
H (-0.8257, -1.4769, 0.2887)  -0.08
C (-1.4223, 2.4361, 0.3799)  -1.42
C (1.6578, 0.3971, 1.1909)  -0.37
C (2.4683, 0.6548, 0.0910)  -0.51
C (0.4079, 0.9639, 1.2650)  -0.54
C (-0.0595, 1.8036, 0.2540)  0.88
C (1.9983, 1.4469, -0.9289)  -0.40
C (0.7301, 2.0093, -0.8585)  -0.53
H (1.9924, -0.2647, 1.9729)  0.40
H (3.4728, 0.2763, -0.0207)  0.38
H (-0.2410, 0.8253, 2.1225)  0.36
H (2.5654, 1.6318, -1.8316)  0.36
H (-1.8489, 2.6555, -0.6006)  0.37
H (-1.3808, 3.3448, 0.9859)  0.30
H (0.3970, 2.6531, -1.6572)  0.36
H (-2.1175, 1.7960, 0.9092)  0.35

<b>
Density functional theory data (ωB97M-V/def2-TZVPD) for a 2-piece molecular cluster, C9H14 overall.

## Properties
- HOMO level: -9.008 eV
- SMILES string: Cc1ccccc1.CC
- Gap between HOMO and LUMO: 10.04 eV

Each line ends with the Mulliken charge.
Atoms and positions in Å:
C (0.6735, 1.8165, -2.4547)  -0.73
C (1.7230, 1.1835, -1.5016)  -0.61
H (0.0929, 0.9667, -2.8053)  0.19
H (0.1277, 2.5264, -1.8472)  0.22
H (1.1771, 2.3409, -3.2669)  0.34
H (1.3083, 0.4097, -0.8450)  0.01
H (1.9909, 1.9463, -0.7527)  0.24
H (2.6357, 0.8232, -1.9620)  0.36
C (0.2752, -2.7868, 1.2457)  -1.34
C (-0.1027, -0.4431, 2.0537)  -0.57
C (-0.3937, -1.4570, 1.1295)  1.10
C (-0.6822, 0.8119, 1.9083)  -0.21
C (-1.1066, -1.1690, -0.0345)  -0.80
C (-1.5762, 1.0488, 0.8476)  -0.63
C (-1.6714, 0.0947, -0.1481)  -0.37
H (0.5923, -0.5241, 2.8788)  0.36
H (-0.4224, 1.6457, 2.5315)  0.39
H (-0.1552, -3.4669, 0.4831)  0.34
H (-0.1345, -3.4481, 2.0495)  0.34
H (-1.3816, -1.9472, -0.7285)  0.34
H (-2.0319, 2.0337, 0.8008)  0.39
H (-2.2745, 0.3488, -1.0251)  0.37
H (1.3364, -2.7548, 1.4432)  0.29

<c>
Density functional theory data (ωB97M-V/def2-TZVPD) for a 2-piece molecular cluster, C9H14 overall.

## Properties
- HOMO level: -9.045 eV
- SMILES string: Cc1ccccc1.CC
- Gap between HOMO and LUMO: 10.12 eV

Each line ends with the Mulliken charge.
Atoms and positions in Å:
C (-1.2506, 2.9341, 1.9453)  -0.74
C (0.2860, 3.1399, 1.9651)  -0.68
H (-1.7395, 3.1588, 2.8813)  0.33
H (-1.6188, 3.6377, 1.1952)  0.26
H (-1.4498, 1.8876, 1.7448)  0.26
H (0.8151, 2.5723, 1.2003)  0.14
H (0.6503, 2.7907, 2.9334)  0.25
H (0.5583, 4.1648, 1.7242)  0.32
C (1.1890, -3.4622, -1.7532)  -1.35
C (-0.8636, -2.0784, -1.3194)  -0.42
C (0.4816, -2.2299, -1.2797)  0.89
C (-1.4141, -0.8406, -0.9103)  -0.63
C (-0.6633, 0.0912, -0.2855)  -0.20
C (1.3305, -1.1780, -0.8079)  -0.61
C (0.7586, -0.0556, -0.2766)  -0.34
H (-1.5482, -2.8183, -1.7137)  0.37
H (-2.4741, -0.6339, -1.0213)  0.36
H (0.7060, -4.1126, -2.4959)  0.35
H (1.4546, -4.2087, -1.0019)  0.26
H (-1.0518, 0.9917, 0.1766)  0.28
H (2.4014, -1.2601, -0.9150)  0.32
H (1.3584, 0.6344, 0.3045)  0.24
H (2.0838, -3.1252, -2.2902)  0.33

<d>
Density functional theory data (ωB97M-V/def2-TZVPD) for a 2-piece molecular cluster, C9H14 overall.

## Properties
- HOMO level: -9.052 eV
- SMILES string: Cc1ccccc1.CC
- Gap between HOMO and LUMO: 10.11 eV

Each line ends with the Mulliken charge.
Atoms and positions in Å:
C (0.2382, -1.0024, -3.2808)  -0.82
C (-0.8318, 0.1160, -3.3128)  -0.77
H (0.8669, -0.9076, -2.3998)  0.21
H (-0.2381, -1.9842, -3.2620)  0.27
H (0.8534, -1.0195, -4.1791)  0.33
H (-0.5535, 0.8629, -4.0589)  0.34
H (-1.8312, -0.2615, -3.4989)  0.25
H (-0.7981, 0.6364, -2.3589)  0.22
C (2.0621, -0.1028, 2.8340)  -1.37
C (0.7497, 0.1005, 2.1166)  0.92
C (-0.1711, 1.0430, 2.5643)  -0.58
C (0.4820, -0.6059, 0.9470)  -0.67
C (-1.3869, 1.2153, 1.9063)  -0.29
C (-0.6670, -0.3064, 0.2199)  -0.43
C (-1.6145, 0.5758, 0.6885)  -0.76
H (1.8969, -0.5613, 3.8143)  0.30
H (2.5247, 0.8605, 3.0667)  0.33
H (-0.1031, 1.4975, 3.5458)  0.33
H (1.1916, -1.3465, 0.6039)  0.33
H (-2.1209, 1.8536, 2.3767)  0.38
H (-0.8327, -0.8564, -0.6952)  0.73
H (-2.4902, 0.8572, 0.1219)  0.38
H (2.7735, -0.6642, 2.2404)  0.36

Most stable one: <a>, least stable one: <b>.